Entry 1:
94
Properties=species:S:1:pos:R:3:forces:R:3:mulliken_charge:R:1 method="wB97M-V/def2-TZVPD" max_force_ev_per_a=2.71 charge=-2 orbital_gap_ev="5.4503 / 3.9533" de_lowest_kj_mol=94.2
C 0.8326 -3.4172 -4.8410 -0.461 0.178 0.676 0.116
F -2.2788 6.0255 3.6461 -0.230 -0.567 -0.438 -0.347
N -2.0945 2.4438 -2.5755 -0.180 -0.167 -0.235 -0.738
O 1.7637 -1.0891 -2.5813 -0.306 0.140 -0.526 -0.307
Cl 0.6636 0.5005 -7.1265 0.041 0.114 0.138 -0.163
H 0.5048 -2.7071 4.4762 0.036 0.192 -0.574 0.352
O 3.9704 -1.2623 -2.1330 -0.348 0.211 -0.095 -0.872
C 0.3678 -0.9713 1.4661 -1.615 -0.500 0.407 -0.525
H 4.7497 -1.3886 4.3386 0.353 0.359 -0.946 0.286
H 0.4459 -2.6754 -1.0975 0.296 -0.255 -0.030 0.524
F 2.4627 3.2294 -3.7096 -0.038 -0.209 -0.374 -0.352
Cl 1.9769 -7.0857 0.3507 -0.083 0.199 -0.081 -0.292
F 1.0199 3.0210 0.7985 0.120 -0.097 -0.141 -0.442
C -3.8121 3.0956 2.1335 0.084 -0.066 -0.723 0.497
Cl 0.8794 -4.9303 -4.0454 -0.171 -0.213 0.092 -0.123
C 6.8493 0.0123 2.1558 0.913 0.238 -0.468 -0.380
C -2.4847 4.2650 0.4378 0.049 -0.014 -0.274 0.441
H -3.2102 -0.4723 -1.1574 -0.054 -0.184 0.237 0.290
K 0.2257 0.8050 -2.2088 -0.307 0.036 0.233 1.224
C 1.7575 -3.1420 -5.8154 1.058 0.630 -1.092 0.430
H 4.5955 -3.4685 -1.5453 0.208 0.085 0.072 0.526
H 2.6518 -1.8577 3.7865 0.104 -0.139 0.093 0.294
H 4.2387 -5.7463 -0.4765 0.474 -0.348 -0.167 0.450
C -2.8414 -0.9218 -0.2292 -1.013 -0.164 0.006 -1.229
C 3.4582 4.5635 -2.1164 0.299 0.073 0.981 0.118
C 2.2477 -1.4367 2.8796 -0.449 0.281 0.145 -0.802
N -1.1427 6.4891 -2.0767 -0.379 -1.099 0.914 -0.657
F -4.6465 2.0786 2.4179 0.177 0.220 -0.024 -0.353
Cl 2.8149 -1.6760 -7.8512 -0.152 0.122 0.294 -0.210
C 1.2825 -3.3751 -0.9868 -0.858 0.304 0.242 0.480
C -7.2998 -2.6379 0.3762 -0.760 0.161 -0.283 -0.468
C 3.0360 -0.7385 2.0151 0.089 0.076 -0.531 0.589
O -0.9283 -0.2371 -4.7337 -0.104 0.157 0.010 -0.675
C 4.4655 -0.5715 2.3010 0.357 -0.002 0.403 0.663
Cl 2.9217 -4.3266 -6.2845 -0.292 0.285 0.204 -0.184
C -0.1004 -2.4547 -4.4943 0.013 0.404 -0.465 0.662
C 1.6964 3.0382 -1.4869 -0.452 -0.605 0.219 -1.154
C 3.5726 4.9553 -0.7853 0.732 0.832 -0.780 0.728
C -3.5260 4.0628 3.1226 -0.655 -0.295 0.964 0.248
C -1.4907 5.5607 -1.4607 0.859 2.235 -1.262 -0.067
H 7.8020 0.3783 1.7650 -0.341 -0.215 0.344 0.369
H -5.8357 -3.0508 1.9854 -0.053 0.109 -0.174 0.369
C 0.8145 -0.9172 -6.1926 0.606 -0.219 -0.369 0.372
C 1.8564 3.4651 -0.2160 -0.490 0.375 0.732 0.634
C -2.1580 5.2118 1.4571 -0.368 -0.608 0.398 -0.016
F -1.3278 6.2168 1.1536 -0.261 -0.235 0.200 -0.356
F -3.7846 2.2788 -0.0188 0.194 0.037 -0.197 -0.376
H -1.8831 -3.0161 3.9682 0.072 -0.095 -0.075 0.397
Cl -1.3757 -2.8396 -3.4754 -0.378 0.046 0.578 -0.041
C 2.5410 3.5858 -2.3900 0.008 0.250 -0.771 0.395
S 5.4885 0.1838 1.1640 -0.007 0.096 -0.300 0.031
H -8.1748 -1.8146 -1.4602 0.628 -0.089 0.182 0.371
C -3.1468 -2.1742 1.7923 0.486 0.297 -0.596 -0.757
N -5.8318 2.3205 5.2649 -0.491 -0.493 0.129 -0.693
C -4.1560 4.0299 4.3896 0.376 0.058 -0.318 0.479
C 2.7828 -1.6299 -2.0974 0.667 -0.071 0.124 -0.543
C -1.9976 4.4033 -0.8877 -0.821 -1.625 0.248 0.955
F 4.4915 5.9029 -0.4717 -0.065 -0.077 0.093 -0.375
C 2.4072 -0.2245 0.8360 0.996 0.835 -0.304 -1.264
N 1.1239 -0.3096 0.5999 0.497 0.133 -0.520 0.800
C -6.0413 -2.5875 1.0255 -0.508 -0.443 0.380 -0.543
C -0.1393 -1.0863 -5.0980 0.549 -1.393 0.144 -0.325
C 2.7557 4.4410 0.1771 -0.020 -0.314 0.555 0.022
H -8.2214 -3.0837 0.7718 0.599 0.131 -0.059 0.330
C 0.0817 -2.3135 3.5408 -0.678 -0.307 0.795 -0.811
C -5.0810 3.0467 4.7853 0.086 -0.041 0.132 0.142
C 1.7498 -1.8807 -6.5028 -0.530 -0.152 -0.003 0.073
C -1.0674 -1.1567 1.1789 1.176 -0.334 0.848 -0.129
C 3.4294 -5.0861 -0.6957 0.437 0.990 -0.148 -0.829
C -5.1204 -1.9071 0.3061 1.259 0.231 -0.549 0.613
C 5.1935 -0.9280 3.4266 -0.728 -0.429 0.503 -0.516
C -1.7882 -1.9354 2.1072 -1.386 0.147 -1.164 0.954
F 4.2775 5.1177 -3.0263 0.086 0.078 -0.237 -0.355
C 2.5355 -2.9473 -1.3966 0.737 -1.094 0.210 0.723
N -3.9601 5.7682 6.2506 0.132 1.025 1.248 -0.661
H 7.3105 -0.8750 4.0936 -0.222 0.190 -0.250 0.362
F 2.8955 4.8642 1.4570 -0.089 -0.059 -0.141 -0.369
C -3.3453 3.1909 0.8529 0.268 0.539 0.527 0.454
S -5.7630 -1.3193 -1.1764 -0.277 -0.008 0.004 -0.083
C -1.2256 -2.4977 3.2789 0.226 0.110 0.464 -1.181
H -3.7236 -2.7532 2.4957 -0.229 -0.063 0.027 0.276
C 6.5759 -0.6215 3.3288 -0.230 -0.049 0.207 -0.554
N -1.6100 -0.6530 0.0596 1.056 0.150 -0.099 0.371
C 0.8708 -1.5583 2.6410 1.090 -0.008 -0.304 1.056
C 3.6291 -3.8103 -1.2184 -0.818 -0.140 -0.063 -0.639
C -3.9906 5.0005 5.4066 -0.008 -0.631 -1.165 0.042
H 3.0028 0.3291 0.0589 -0.539 -0.600 0.834 0.009
C 1.0540 -4.6350 -0.4261 0.086 0.295 -0.251 -1.054
H 0.0384 -4.9335 -0.1037 0.868 0.071 -0.202 0.376
C -2.0943 3.3212 -1.8311 0.196 0.419 0.722 -0.160
C -7.2964 -1.9824 -0.8272 -0.654 -0.133 0.174 -0.415
C -3.6869 -1.7034 0.6056 -0.181 0.196 0.694 0.842
C -2.6453 5.0805 2.7409 0.951 1.224 -0.804 0.249
C 2.1688 -5.4618 -0.3369 -1.314 -0.714 0.746 0.400


Entry 2:
98
Properties=species:S:1:pos:R:3:forces:R:3:mulliken_charge:R:1 method="wB97M-V/def2-TZVPD" max_force_ev_per_a=4.41 orbital_gap_ev=5.6704 de_lowest_kj_mol=51.9
N -1.8775 0.0082 1.4128 -0.415 -0.838 -2.120 0.812
S 3.3400 4.4457 -5.3640 -0.499 -1.346 0.094 -0.115
N 1.3196 -0.2205 0.2877 -0.350 -1.174 1.596 2.196
H 1.1713 -3.9825 0.0648 -0.625 0.358 -0.389 0.458
H 2.4270 3.0199 5.6657 -0.521 -0.343 -0.393 0.275
N -1.2628 -1.9592 -1.0763 -0.714 -1.243 1.581 0.228
H 1.2962 2.4825 7.6374 -0.498 -0.245 -0.218 0.373
C -0.7905 0.9057 5.4156 0.711 1.312 0.283 -0.407
C 1.1783 -2.9433 -1.7882 1.891 -0.944 1.646 -1.145
C 3.6767 1.4637 -3.5082 -0.515 -0.202 -0.314 -0.989
H -3.5030 -2.2428 3.3390 -1.254 0.701 1.163 0.572
N -0.0717 1.8789 1.8546 -0.900 -0.654 -0.637 -0.232
C 3.5347 -1.6604 1.2281 2.647 -0.269 -0.217 -0.425
H -1.1627 -0.8331 -2.7028 -0.673 0.834 -0.996 1.008
H -1.3554 -6.0002 3.1552 0.167 0.099 -0.156 0.504
C -0.6933 -2.8750 -0.2543 -0.239 0.264 -0.737 0.627
F -3.8290 5.5393 -1.7790 -0.216 0.056 -0.344 -0.309
C 1.2271 -0.9889 1.3734 1.410 -0.084 -0.306 -1.415
C -0.3265 1.3386 6.6670 -0.021 -0.926 -0.526 -0.779
H 2.1961 -3.3408 -1.9187 -0.502 0.336 -0.417 0.356
H 3.0223 5.4203 -7.5641 -0.204 0.400 -0.142 0.436
H 1.5696 2.8735 1.2132 0.301 0.578 -0.855 0.610
H 0.9707 -1.5391 -3.4511 0.545 -0.278 -0.213 0.541
C -5.0353 -1.9944 -1.7357 -0.453 0.187 0.398 -0.697
C -2.9112 -2.9162 2.8201 2.109 -1.957 -1.330 -1.027
C 1.4926 2.4386 5.5497 1.408 0.365 0.131 -0.847
C 2.1195 -2.5905 3.0660 -0.183 -0.257 1.543 -0.273
C 3.6643 -0.8416 0.0931 -0.970 0.671 -0.344 0.906
H 0.8914 1.8901 -6.1414 -0.319 -0.433 -0.273 0.544
C -3.9755 0.0843 -2.2278 -0.125 -2.113 2.555 -0.307
C -1.4799 -3.3259 0.9464 1.824 -0.026 -1.055 0.612
C 0.6010 -2.0081 -2.5562 -1.351 0.831 -1.374 -0.881
H -3.6591 -0.9298 1.9627 -0.160 0.387 -0.535 0.921
C 2.5429 0.6146 -1.5709 0.255 0.106 1.635 -0.412
H 0.2150 -1.0016 1.8001 0.632 -0.359 0.193 0.287
C -1.5894 -5.0361 2.7279 -1.809 1.739 0.738 -0.917
C 2.4196 2.9204 -5.1230 0.929 1.492 0.643 -0.336
H 4.4995 1.3185 -4.2065 0.025 0.500 0.159 0.477
C 1.7288 3.6923 -7.1918 0.750 -0.042 1.273 -0.658
H -5.3712 -0.8737 -3.5068 -0.714 0.061 -1.710 0.551
H 0.9708 -2.9550 6.2356 0.401 -0.113 -1.221 0.355
Ca -0.8456 1.0636 -0.5054 -0.347 -0.323 0.711 2.366
F -3.8079 5.4150 -4.6362 0.268 -0.488 0.813 -0.330
C 0.8393 2.1230 6.7086 -0.327 -0.108 0.701 -0.471
C -4.8471 -0.9327 -2.6154 1.543 0.829 1.472 -1.085
H 1.2060 3.7291 -8.0854 -1.016 -0.301 -1.530 0.455
C 2.6260 4.6722 -6.9097 0.194 -0.827 0.646 -0.423
H -1.6805 0.2935 5.3023 0.147 0.165 0.013 0.422
H 5.7955 -1.1428 -0.3823 -0.310 -0.224 0.237 0.427
H -3.7066 0.9018 -2.8192 0.102 1.145 -0.938 0.396
C 1.6021 2.6853 -6.1685 0.081 1.103 -0.314 -0.512
H 0.6397 2.7995 -3.1789 0.324 -1.133 0.806 0.797
F -3.1815 -4.5127 4.4337 0.308 -0.598 0.697 -0.360
C 3.7061 0.7235 -2.3025 1.148 -0.620 -0.650 1.406
H 2.5961 2.9434 3.2747 -0.336 -0.282 -0.129 0.333
H -4.6917 -2.7556 0.2120 0.200 0.120 -0.151 0.414
H 1.8873 -5.2412 5.4240 -0.299 0.540 -0.975 0.453
C 1.0582 1.9909 4.3046 1.961 1.632 1.264 0.450
C -1.7894 2.5370 -2.2983 0.269 1.021 0.182 -0.471
C 2.5067 -0.1598 -0.3222 0.802 0.187 -1.553 -0.907
C -1.1111 -4.5320 1.5411 1.218 -1.213 0.186 0.518
C -2.5098 -4.1561 3.3364 -0.487 0.273 -0.652 0.301
C 4.8564 -0.6843 -0.6831 0.663 -0.063 -0.574 -1.113
C -2.5027 3.6067 -1.7679 0.265 -0.989 0.231 0.372
C -2.8806 -1.0365 1.1846 0.846 -0.288 1.678 -0.286
H 5.7940 -0.0231 -2.4608 -0.235 0.318 0.150 0.440
F -0.1258 -5.3523 1.0046 -1.023 0.725 -0.065 -0.444
N -1.5680 0.1840 2.6695 0.339 0.521 0.612 -1.007
C 4.8894 0.0060 -1.8531 -0.683 -0.030 0.205 -0.866
C 1.5635 -2.1255 4.2519 0.321 0.045 -1.946 -0.154
C 1.4579 2.0807 -2.9229 0.051 2.269 -2.041 -0.594
C -2.3356 3.5749 -4.4731 0.005 -1.311 1.976 0.049
C 1.7640 -4.3628 4.7573 0.487 0.115 0.346 -0.502
N -3.3323 0.0710 -0.9931 0.093 0.093 -1.109 0.139
C -1.6768 2.5961 -3.6541 -1.756 1.176 -0.744 0.117
C -3.1893 4.5740 -2.4505 0.011 0.205 -0.331 0.030
C 0.5775 -3.3272 -0.5898 0.364 -0.839 0.481 -0.146
C -3.5375 -0.9308 -0.1603 -1.646 -1.221 -0.771 -0.098
F -2.6188 3.6642 -0.4129 0.092 0.051 0.352 -0.369
N 1.4540 1.3333 -1.8695 -1.275 0.028 0.440 0.735
C 1.0810 2.3827 2.0165 -0.152 -0.181 -0.009 -0.736
H 1.2864 -1.1016 4.3478 -0.127 0.642 0.218 0.595
H 4.4501 -2.1738 1.5629 -0.522 0.048 -0.049 0.470
F -2.3216 3.4282 -5.7907 0.006 0.338 -0.638 -0.327
F -1.0932 1.5608 -4.3122 0.374 -0.172 -0.454 -0.404
C -0.6733 1.0951 2.9021 0.807 0.177 0.084 -0.546
C 2.3973 -1.7659 1.9156 -3.983 1.563 -1.070 -0.718
H -5.6870 -2.8278 -1.8824 -0.485 -0.228 -0.768 0.438
C -0.1266 1.3632 4.2331 -2.683 -2.159 0.009 0.755
C -3.1563 4.5195 -3.8415 0.688 0.255 -1.316 0.536
C -0.6731 -1.6032 -2.1753 1.127 0.419 0.369 -0.723
H -0.8082 0.9654 7.5840 0.233 0.411 -0.484 0.371
C -4.4665 -1.9711 -0.5095 1.344 0.706 1.275 -0.706
S 2.4029 -4.2961 3.1183 -0.465 0.421 1.420 -0.061
C 2.5412 2.1884 -3.8469 0.767 -1.241 0.509 0.026
C -2.3979 -2.5145 1.5953 -0.697 1.583 0.015 -0.245
N 1.8232 2.2956 3.1462 -0.312 -0.016 0.913 -0.012
C 1.3596 -3.1149 5.1972 -0.053 -1.692 1.439 -0.671